1.
This record from OMol25 describes one molecule with the formula C5H8O3 in a non-equilibrium geometry. The level of theory is the ωB97M-V functional and the def2-TZVPD basis.

## Properties
**Calculated total energy**: -420.96958 a.u.
**HOMO-LUMO gap**: 9.8 eV
**Relative energy (zero: lowest compared OMol25 entry of this formula, charge and spin)**: 54.3 kcal per mole
**E_HOMO**: -9.63 eV
**SMILES string**: CC(C)(O)C(=O)C=O
**LUMO**: 0.2007 eV
**Strongest force on any atom**: 3.89 eV Å⁻¹

```
16
Properties=species:S:1:pos:R:3:nbo_charge:R:1
C -0.36965 0.19755 1.38606 -0.62
C -0.12859 -0.51298 0.02638 0.16
C -0.55633 0.44166 -1.08108 -0.64
O -0.85646 -1.78380 -0.00612 -0.74
C 1.31849 -0.99694 -0.05938 0.48
O 1.62758 -2.15003 -0.01140 -0.49
C 2.26024 0.16561 -0.37255 0.35
O 2.60819 1.08421 0.26366 -0.47
H -1.39105 0.25103 1.55880 0.23
H 0.26261 -0.36280 2.06401 0.21
H -0.00095 1.32516 1.42680 0.22
H -1.58882 0.62670 -0.99117 0.24
H -0.22978 1.47570 -0.99001 0.23
H -0.20163 -0.01079 -1.95905 0.22
H -0.53816 -2.51088 0.51371 0.50
H 2.60794 0.16912 -1.41271 0.11
```


2.
This record from OMol25 describes C5H8O3 as an isolated structure in a non-equilibrium geometry. The level of theory is the ωB97M-V functional and the def2-TZVPD basis.

## Properties
**Calculated total energy**: -420.77874 a.u.
**HOMO-LUMO gap**: 10.4 eV
**Relative energy (zero: lowest compared OMol25 entry of this formula, charge and spin)**: 174.0 kcal per mole
**E_HOMO**: -9.35 eV
**LUMO**: 1.0398 eV
**Strongest force on any atom**: 4.56 eV Å⁻¹

```
16
Properties=species:S:1:pos:R:3:nbo_charge:R:1
C 1.71487 -0.30277 -0.03554 -0.06
C 1.14681 1.26214 -0.02368 -0.44
C -0.37185 0.87989 -0.00935 0.31
C -1.97407 -0.35468 -0.27786 -0.13
C -0.66272 -1.05502 0.46209 0.32
H 2.52428 -0.61349 -0.96215 0.20
H 2.24803 -0.54390 0.89463 0.19
H 1.24319 1.91720 0.90337 0.22
H 1.61882 1.84280 -0.82485 0.22
H -0.33148 0.34181 -0.88238 0.17
H -2.31662 -0.66442 -1.28359 0.21
H -2.80161 -0.68594 0.49360 0.20
H -0.60632 -2.04243 0.87660 0.21
O -1.73364 1.03449 -0.13979 -0.49
O 0.55589 -1.12603 -0.44447 -0.61
O -0.25360 0.11035 1.25337 -0.53
```


> The lowest relative energy (zero: lowest compared OMol25 entry of this formula, charge and spin) belongs to which entry?

number 1


What did the first record say?
This record from OMol25 describes one molecule with the formula C5H8O3 in a non-equilibrium geometry. The level of theory is the ωB97M-V functional and the def2-TZVPD basis.

## Properties
**Calculated total energy**: -420.96958 a.u.
**HOMO-LUMO gap**: 9.8 eV
**Relative energy (zero: lowest compared OMol25 entry of this formula, charge and spin)**: 54.3 kcal per mole
**E_HOMO**: -9.63 eV
**SMILES string**: CC(C)(O)C(=O)C=O
**LUMO**: 0.2007 eV
**Strongest force on any atom**: 3.89 eV Å⁻¹

```
16
Properties=species:S:1:pos:R:3:nbo_charge:R:1
C -0.36965 0.19755 1.38606 -0.62
C -0.12859 -0.51298 0.02638 0.16
C -0.55633 0.44166 -1.08108 -0.64
O -0.85646 -1.78380 -0.00612 -0.74
C 1.31849 -0.99694 -0.05938 0.48
O 1.62758 -2.15003 -0.01140 -0.49
C 2.26024 0.16561 -0.37255 0.35
O 2.60819 1.08421 0.26366 -0.47
H -1.39105 0.25103 1.55880 0.23
H 0.26261 -0.36280 2.06401 0.21
H -0.00095 1.32516 1.42680 0.22
H -1.58882 0.62670 -0.99117 0.24
H -0.22978 1.47570 -0.99001 0.23
H -0.20163 -0.01079 -1.95905 0.22
H -0.53816 -2.51088 0.51371 0.50
H 2.60794 0.16912 -1.41271 0.11
```